Version one
C36H57N10O7 | the ωB97M-V functional and the def2-TZVPD basis

```
110
Properties=species:S:1:pos:R:3
C 9.064 61.455 14.970
C 10.568 61.504 14.411
C 11.523 62.096 15.481
C 13.034 61.929 15.373
C 13.254 60.728 14.320
C 12.251 59.546 14.421
N 10.908 60.141 14.012
O 10.138 59.466 13.192
C 12.178 59.010 15.861
C 12.628 58.395 13.496
C 10.608 62.451 13.217
H 9.168 60.773 15.731
H 8.218 61.004 14.357
H 8.610 62.298 15.641
H 11.173 61.656 16.362
H 11.211 63.020 15.724
H 13.449 61.770 16.189
H 13.461 62.665 14.748
H 14.505 60.377 14.581
H 13.421 61.201 13.189
H 11.768 57.901 15.750
H 11.650 59.647 16.510
H 13.251 58.883 16.501
H 12.688 58.767 12.395
H 12.071 57.545 13.830
H 13.666 58.062 13.723
H 9.942 62.165 12.395
H 11.527 62.882 12.842
H 9.927 63.350 13.632
N 10.658 63.674 19.392
C 11.164 64.944 18.944
C 9.976 65.464 18.099
C 8.948 64.376 18.101
C 9.455 63.256 18.770
H 11.370 62.762 19.786
H 12.154 65.475 19.316
H 10.035 66.378 17.640
H 8.113 64.331 17.359
H 9.057 62.239 18.953
N 13.908 60.213 10.515
C 13.004 59.345 9.844
C 11.888 60.259 9.293
C 12.208 61.674 9.774
C 13.512 61.536 10.547
H 14.735 59.867 11.121
H 13.211 58.213 9.710
H 11.069 59.937 8.635
H 11.650 62.652 9.465
H 14.101 62.291 11.028
N 11.843 60.337 21.265
C 12.890 61.258 21.532
C 13.705 61.458 20.216
C 12.945 60.570 19.142
C 11.828 59.857 19.945
H 11.326 60.095 22.085
H 13.001 61.717 22.547
H 14.362 62.303 20.169
H 13.108 60.515 18.194
H 11.033 59.076 19.813
N 14.193 53.428 13.339
C 14.972 52.905 12.274
C 14.914 53.984 11.348
C 14.093 55.201 11.886
C 13.662 54.640 13.242
H 14.014 52.780 14.229
H 15.650 52.191 12.073
H 15.476 53.947 10.445
H 13.996 56.013 11.415
H 12.948 55.095 14.162
N 15.150 66.859 18.784
C 14.070 67.425 18.107
C 13.605 66.384 17.047
C 14.662 65.208 17.176
C 15.583 65.663 18.343
H 15.656 67.514 19.478
H 13.538 68.456 18.252
H 12.864 66.590 16.361
H 14.749 64.373 16.535
H 16.465 65.335 18.720
N 13.546 54.948 19.008
C 14.606 54.927 18.156
C 14.092 55.628 16.849
C 12.598 55.634 17.074
C 12.330 55.260 18.456
H 13.620 54.575 20.033
H 15.610 54.884 18.569
H 14.596 56.079 16.023
H 11.659 56.101 16.526
H 11.408 55.171 19.169
C 17.682 59.009 12.334
N 16.722 58.028 11.906
O 17.127 56.832 11.876
O 15.600 58.401 11.595
H 18.298 59.469 11.353
H 18.324 58.396 12.868
H 17.453 59.656 13.139
C 7.832 57.008 18.401
N 8.120 58.464 18.324
O 9.207 58.802 17.580
O 7.367 59.207 18.826
H 8.700 56.626 19.022
H 7.629 56.852 17.435
H 6.912 57.076 19.083
C 17.787 59.091 16.221
N 16.367 58.918 16.196
O 15.954 58.268 15.195
O 15.653 59.509 16.915
H 17.902 58.173 16.755
H 17.803 59.938 16.909
H 18.225 59.199 15.196
```

Calculated values
total charge	+1
frontier orbital gap	4.0	eV
HOMO level	-9.50	eV



Version two
C36H57N10O7 | the ωB97M-V functional and the def2-TZVPD basis

```
110
Properties=species:S:1:pos:R:3
C 0.801 0.689 -0.445
C 0.318 -0.296 0.493
C 0.719 0.179 2.055
C 0.092 -0.633 3.073
C -1.412 -0.442 2.933
C -1.917 -0.895 1.523
N -1.142 -0.395 0.463
O -1.631 -0.289 -0.687
C -3.356 -0.230 1.468
C -2.088 -2.458 1.464
C 1.042 -1.642 0.214
H 1.837 0.902 -0.381
H 0.178 1.651 -0.587
H 0.907 0.307 -1.470
H 0.567 1.322 2.157
H 1.788 0.036 2.392
H 0.294 -0.193 3.898
H 0.505 -1.711 3.013
H -1.559 0.617 3.255
H -1.901 -0.882 3.897
H -3.195 0.794 1.888
H -4.151 -0.728 1.975
H -3.799 -0.126 0.540
H -0.976 -2.830 1.601
H -2.397 -2.599 0.592
H -2.636 -2.784 2.177
H 0.644 -2.151 -0.639
H 0.795 -2.199 0.921
H 2.256 -1.464 0.148
N 4.513 -0.982 -3.689
C 5.421 0.013 -3.954
C 4.870 1.344 -3.358
C 3.543 0.890 -2.761
C 3.367 -0.632 -3.075
H 4.561 -1.825 -4.300
H 6.365 -0.176 -4.253
H 5.473 2.359 -3.433
H 2.747 1.723 -2.389
H 2.441 -1.255 -2.692
N 2.738 -5.473 -2.804
C 2.309 -4.137 -2.398
C 1.154 -3.826 -3.396
C 0.769 -5.019 -4.213
C 1.927 -6.026 -3.797
H 3.636 -5.788 -2.562
H 2.615 -3.510 -1.630
H 0.846 -2.807 -3.215
H 0.216 -5.047 -5.032
H 2.222 -6.874 -4.417
N -4.458 0.073 7.288
C -5.281 1.008 6.612
C -5.735 0.428 5.279
C -4.876 -0.710 5.117
C -4.060 -0.853 6.373
H -4.149 0.227 8.198
H -5.651 1.927 7.155
H -6.348 1.094 4.451
H -4.852 -1.380 4.216
H -3.672 -1.821 6.658
N 4.998 2.513 2.207
C 4.564 2.860 0.915
C 3.057 3.082 1.165
C 2.768 2.679 2.654
C 4.041 2.371 3.180
H 6.029 2.408 2.236
H 5.136 2.864 0.064
H 2.375 3.550 0.477
H 1.785 2.903 3.110
H 4.354 2.090 4.046
N -6.597 -1.202 -1.313
C -5.384 -1.092 -1.933
C -4.624 -2.262 -1.514
C -5.499 -3.171 -0.745
C -6.781 -2.335 -0.592
H -7.175 -0.351 -1.429
H -5.082 -0.246 -2.515
H -3.674 -2.534 -1.922
H -5.440 -4.084 -0.371
H -7.832 -2.581 -0.142
N 5.305 -1.265 -0.816
C 6.138 -2.361 -0.749
C 6.569 -2.483 0.743
C 5.592 -1.482 1.462
C 4.813 -0.831 0.316
H 4.981 -0.985 -1.770
H 6.386 -2.647 -1.704
H 7.394 -3.068 1.247
H 5.456 -1.397 2.484
H 4.055 -0.070 0.292
C -2.030 4.465 -2.580
N -0.739 4.121 -1.945
O -0.473 4.497 -0.828
O 0.206 3.702 -2.682
H -2.929 4.042 -1.899
H -2.104 4.126 -3.565
H -2.111 5.529 -2.528
C -2.027 5.712 1.713
N -2.922 4.521 1.377
O -2.290 3.432 1.282
O -4.044 4.745 1.265
H -2.790 6.444 2.058
H -1.321 6.027 0.885
H -1.481 5.442 2.696
C -0.354 1.281 -5.767
N -0.815 1.042 -4.318
O -0.186 0.249 -3.620
O -1.835 1.554 -4.048
H -1.104 0.778 -6.455
H 0.537 0.707 -6.005
H -0.131 2.218 -6.023
```

Calculated values
total charge	+1
frontier orbital gap	4.1	eV
HOMO level	-9.51	eV



The least stable of the structures above is version one, whereas version two is the most stable.